# 1
{
  "formula": "C18H29N2O2",
  "method": "ωB97M-V/def2-TZVPD",
  "energy_ev": -26203.5546,
  "relative_energy_kj_mol": 297.3,
  "mol_weight_g_mol": 305.44,
  "charge": 1,
  "multiplicity": 1,
  "elements": ["C", "O", "C", "C", "C", "C", "C", "O", "C", "C", "C", "H", "H", "H", "H", "H", "H", "H", "H", "H", "H", "H", "C", "C", "C", "N", "C", "C", "C", "C", "C", "N", "C", "H", "H", "H", "H", "H", "H", "H", "H", "H", "H", "H", "H", "H", "H", "H", "H", "H", "H"],
  "coordinates": [[0.95, 3.00, 3.29], [-0.20, 2.13, 3.13], [-0.07, 0.95, 2.47], [-1.23, 0.13, 2.44], [-1.17, -1.10, 1.85], [0.02, -1.56, 1.26], [-0.02, -2.85, 0.67], [1.03, -3.34, 0.08], [0.97, -4.46, -0.82], [1.19, -0.73, 1.25], [1.14, 0.51, 1.86], [0.60, 3.87, 3.85], [1.74, 2.49, 3.85], [1.33, 3.32, 2.31], [-2.16, 0.50, 2.88], [-2.03, -1.77, 1.80], [-0.96, -3.43, 0.70], [1.99, -4.60, -1.19], [0.65, -5.37, -0.29], [0.29, -4.26, -1.66], [2.10, -1.08, 0.77], [2.03, 1.16, 1.87], [-3.93, -5.98, 2.48], [-4.21, -4.67, 3.28], [-2.95, -4.44, 4.15], [-1.95, -5.33, 3.62], [-0.83, -5.52, 4.46], [0.29, -6.32, 3.79], [1.42, -6.50, 4.81], [2.71, -6.35, 3.98], [2.30, -5.50, 2.77], [0.86, -5.60, 2.69], [-2.55, -6.48, 2.95], [-4.70, -6.75, 2.66], [-3.89, -5.77, 1.40], [-4.34, -3.82, 2.60], [-5.10, -4.77, 3.91], [-2.57, -3.41, 4.08], [-3.17, -4.64, 5.21], [-0.44, -4.52, 4.73], [-1.09, -6.01, 5.43], [-0.11, -7.31, 3.48], [1.35, -5.68, 5.55], [1.34, -7.45, 5.34], [3.52, -5.90, 4.56], [3.01, -7.34, 3.64], [2.55, -4.45, 2.97], [2.82, -5.77, 1.84], [0.42, -5.65, 1.78], [-2.64, -7.36, 3.61], [-1.91, -6.80, 2.11]]
}

# 2
{
  "formula": "C25H40BrNNiOP2",
  "method": "ωB97M-V/def2-TZVPD",
  "energy_ev": -159756.1585,
  "mol_weight_g_mol": 571.15,
  "charge": 2,
  "s_squared": 2.0840,
  "multiplicity": 3,
  "elements": ["C", "C", "C", "C", "N", "C", "C", "C", "C", "C", "C", "C", "C", "C", "Ni", "P", "H", "H", "H", "H", "H", "H", "H", "H", "C", "C", "H", "H", "H", "H", "H", "C", "C", "H", "H", "H", "H", "H", "C", "C", "H", "H", "H", "H", "H", "Br", "P", "C", "C", "H", "H", "H", "H", "H", "C", "C", "H", "H", "H", "H", "H", "C", "C", "H", "H", "H", "H", "H", "O", "H", "H"],
  "coordinates": [[3.25, 5.48, -1.20], [2.19, 4.63, -1.49], [2.05, 4.12, -2.80], [2.93, 4.60, -3.78], [3.93, 5.44, -3.49], [4.11, 5.86, -2.24], [1.25, 4.37, -0.46], [0.40, 4.14, 0.39], [-0.75, 3.52, 0.87], [-0.60, 2.68, 1.98], [-1.16, 1.41, 1.86], [-1.98, 1.25, 0.75], [-2.60, 2.28, 0.06], [-1.86, 3.45, -0.02], [-1.51, -0.44, -0.20], [0.64, -0.62, -0.39], [1.23, 3.44, -3.05], [3.35, 5.88, -0.20], [2.81, 4.31, -4.82], [4.95, 6.53, -2.02], [-1.96, 4.22, -0.79], [0.09, 2.95, 2.79], [-3.56, 2.12, -0.45], [-0.98, 0.59, 2.56], [1.32, -2.33, -0.13], [2.63, -2.72, -0.80], [0.53, -3.02, -0.42], [1.39, -2.43, 0.97], [2.86, -3.76, -0.55], [2.59, -2.66, -1.89], [3.48, -2.13, -0.45], [1.08, -0.05, -2.10], [2.50, 0.44, -2.31], [0.35, 0.75, -2.31], [0.84, -0.88, -2.78], [2.68, 0.60, -3.38], [2.67, 1.41, -1.83], [3.25, -0.28, -1.97], [1.63, 0.46, 0.71], [3.14, 0.22, 0.80], [1.19, 0.34, 1.71], [1.42, 1.49, 0.40], [3.56, 0.97, 1.48], [3.37, -0.76, 1.22], [3.65, 0.36, -0.15], [-3.56, -0.82, 0.56], [-1.96, -2.09, -1.85], [-0.76, -2.81, -3.03], [-1.22, -4.05, -3.80], [0.14, -3.05, -2.44], [-0.49, -2.01, -3.72], [-0.42, -4.36, -4.49], [-1.42, -4.90, -3.14], [-2.11, -3.85, -4.41], [-2.79, -3.53, -1.04], [-4.25, -3.77, -1.40], [-2.70, -3.30, 0.04], [-2.18, -4.42, -1.22], [-4.76, -4.27, -0.57], [-4.79, -2.84, -1.59], [-4.35, -4.42, -2.27], [-3.14, -1.08, -2.84], [-3.53, -1.69, -4.18], [-2.65, -0.11, -2.99], [-4.03, -0.88, -2.21], [-4.22, -1.02, -4.71], [-2.67, -1.83, -4.83], [-4.05, -2.64, -4.07], [-0.23, -2.52, 2.50], [0.03, -2.12, 3.36], [-0.66, -3.37, 2.74]]
}

# 3
{
  "formula": "C20H15N3O3S2V",
  "method": "ωB97M-V/def2-TZVPD",
  "energy_ev": -78939.2007,
  "relative_energy_kj_mol": 40.1,
  "mol_weight_g_mol": 460.44,
  "charge": 2,
  "s_squared": 0.8011,
  "multiplicity": 2,
  "elements": ["V", "O", "N", "C", "C", "C", "C", "C", "S", "H", "H", "H", "H", "O", "S", "O", "N", "C", "C", "C", "C", "C", "C", "C", "C", "N", "C", "C", "C", "C", "C", "C", "C", "H", "H", "H", "H", "H", "H", "H", "H", "H", "H", "H"],
  "coordinates": [[0.87, -0.58, 0.14], [2.59, -0.86, 0.24], [3.36, -1.16, 1.32], [4.68, -1.43, 1.15], [5.40, -1.73, 2.26], [4.77, -1.76, 3.51], [3.43, -1.49, 3.63], [2.69, -1.17, 2.49], [1.01, -0.77, 2.43], [5.05, -1.38, 0.14], [6.46, -1.96, 2.15], [5.34, -2.01, 4.39], [2.92, -1.51, 4.58], [-0.09, -2.31, -0.17], [-1.46, -1.72, 0.01], [-2.19, -2.03, 1.18], [-0.88, -0.17, 0.03], [-1.40, 1.15, 0.02], [-2.69, 1.59, 0.00], [-2.92, 2.99, 0.00], [-1.89, 3.88, 0.01], [-0.55, 3.43, 0.02], [0.59, 4.26, 0.02], [1.85, 3.70, 0.01], [1.98, 2.31, 0.02], [0.93, 1.50, 0.03], [-0.33, 2.06, 0.03], [-2.39, -1.96, -1.41], [-3.78, -1.97, -1.26], [-4.55, -2.11, -2.40], [-3.94, -2.25, -3.64], [-2.55, -2.25, -3.76], [-1.75, -2.10, -2.65], [-3.52, 0.90, 0.00], [-3.95, 3.35, -0.01], [-2.09, 4.95, 0.01], [0.48, 5.34, 0.01], [2.74, 4.31, 0.01], [2.96, 1.85, 0.02], [-4.23, -1.89, -0.28], [-5.63, -2.13, -2.31], [-4.55, -2.38, -4.52], [-2.09, -2.38, -4.74], [-0.68, -2.12, -2.73]]
}

# 4
{
  "formula": "C10H18Cl14",
  "method": "ωB97M-V/def2-TZVPD",
  "energy_ev": -185965.3075,
  "mol_weight_g_mol": 634.60,
  "charge": 1,
  "s_squared": 0.7538,
  "multiplicity": 2,
  "elements": ["Cl", "C", "C", "Cl", "H", "H", "H", "H", "Cl", "C", "C", "Cl", "H", "H", "H", "H", "Cl", "C", "C", "Cl", "H", "H", "H", "H", "Cl", "C", "C", "Cl", "H", "H", "H", "H", "C", "Cl", "Cl", "Cl", "H", "C", "Cl", "Cl", "Cl", "H"],
  "coordinates": [[-1.56, -2.98, -1.92], [-2.07, -1.27, -1.80], [-3.04, -0.90, -2.93], [-3.64, 0.71, -2.80], [-1.25, -0.56, -1.74], [-2.56, -1.08, -0.84], [-3.96, -1.48, -2.92], [-2.61, -0.99, -3.92], [3.59, 2.13, -3.96], [4.50, 2.27, -2.34], [3.59, 2.90, -1.27], [2.35, 1.67, -0.70], [5.38, 2.86, -2.56], [4.72, 1.24, -2.06], [3.23, 3.90, -1.53], [4.18, 3.09, -0.38], [2.04, -2.00, -1.45], [2.30, -1.12, -2.96], [1.83, -1.87, -4.27], [2.07, -0.92, -5.82], [3.35, -0.91, -3.16], [1.82, -0.14, -2.91], [0.76, -2.10, -4.23], [2.34, -2.82, -4.38], [-2.50, -3.14, 6.07], [-1.19, -2.24, 5.29], [-1.45, -0.69, 5.47], [-3.01, -0.14, 4.74], [-1.23, -2.40, 4.22], [-0.28, -2.47, 5.85], [-0.67, -0.23, 4.87], [-1.32, -0.29, 6.48], [-3.45, 3.10, 2.33], [-3.09, 4.84, 2.32], [-3.97, 2.54, 0.76], [-4.83, 2.75, 3.46], [-2.57, 2.49, 2.53], [0.54, -0.74, 1.61], [-0.27, 0.73, 2.30], [-0.67, -1.84, 0.96], [1.52, -1.48, 2.89], [1.06, -0.45, 0.70]]
}

# 5
{
  "formula": "C2H4ORh",
  "method": "ωB97M-V/def2-TZVPD",
  "energy_ev": -7181.6618,
  "mol_weight_g_mol": 146.96,
  "charge": 1,
  "s_squared": 6.0180,
  "multiplicity": 5,
  "elements": ["O", "Rh", "C", "C", "H", "H", "H", "H"],
  "coordinates": [[-3.02, -0.23, -0.50], [-1.42, 0.42, -0.73], [0.58, 0.36, 0.74], [0.84, -0.42, -0.33], [0.86, 1.42, 0.75], [0.14, -0.06, 1.65], [1.38, 0.00, -1.19], [0.64, -1.49, -0.38]]
}